The following is a DFT calculation (wB97M-V/def2-TZVPD) of 13 unconnected molecules or ions with the total composition C43H122N16O13 at a distorted geometry.

Structure (XYZ):
```
194
Properties=species:S:1:pos:R:3:mulliken_charge:R:1
C -4.44078 -3.14893 0.29848 -0.427
C -3.95146 -4.37046 -0.50504 0.819
C -2.72755 -5.01707 0.15324 -0.647
O -2.08708 -5.87952 -0.77659 -0.423
C -1.02566 -6.63692 -0.17536 -0.764
N -5.09448 -5.27126 -0.47404 -0.793
H -5.43676 -2.85068 -0.03740 0.475
H -3.80766 -2.28871 0.07323 -0.523
H -4.50312 -3.40488 1.35509 0.101
H -3.74000 -4.09213 -1.53821 -0.128
H -3.05022 -5.57714 1.03592 0.641
H -2.00821 -4.24946 0.45801 0.309
H -1.45225 -7.21657 0.64771 0.412
H -0.19441 -6.04389 0.20908 0.175
H -0.73027 -7.34143 -0.94896 0.258
H -5.57642 -5.18553 0.41619 0.291
H -4.78398 -6.23932 -0.41997 0.301
C -4.96392 6.89136 2.77407 -1.744
C -4.19915 5.67008 2.27910 0.731
C -3.37255 5.13401 3.47921 -1.145
O -2.24484 4.37080 3.02831 -0.192
C -1.34812 3.94869 4.02367 -0.597
N -5.20303 4.68408 1.85831 -0.435
H -4.22106 7.60350 3.14212 0.435
H -5.63874 6.74453 3.62273 0.363
H -5.59441 7.37553 2.02882 0.411
H -3.45594 5.96468 1.53845 0.120
H -4.02790 4.73901 4.26785 0.231
H -3.00041 5.98551 4.06579 0.710
H -1.74839 3.03994 4.47975 0.077
H -1.04949 4.72062 4.74031 0.459
H -0.38996 3.71880 3.55157 -0.039
H -5.90941 4.62924 2.58154 0.408
H -4.71946 3.79884 1.82438 -0.528
C 5.77880 -1.57269 -8.75089 -1.578
C 4.65647 -0.71937 -8.11755 0.364
C 3.69915 -1.63317 -7.28793 -0.482
O 2.51041 -1.04468 -6.83093 -0.332
C 1.72853 -1.76011 -5.92588 -0.878
N 5.33951 0.29607 -7.30851 -0.679
H 6.22235 -2.15806 -7.94388 0.360
H 6.47987 -0.88115 -9.21101 0.405
H 5.39143 -2.22918 -9.53162 0.423
H 4.12484 -0.25816 -8.95334 0.297
H 4.23584 -1.87329 -6.36070 0.184
H 3.52772 -2.52085 -7.90856 0.312
H 2.30026 -2.05691 -5.04163 0.340
H 1.16453 -2.58664 -6.37392 0.419
H 0.87302 -1.17582 -5.57538 0.243
H 4.71837 0.90282 -6.72951 0.341
H 5.95320 -0.11263 -6.61012 0.280
C -4.50310 1.20702 2.46006 -0.570
C -4.88236 0.80788 1.03371 1.015
C -6.21195 1.48881 0.63931 -1.190
O -7.15935 1.50014 1.69765 -0.410
C -7.75899 0.27032 2.03869 -0.674
N -3.85338 1.16321 0.03687 -0.189
H -5.27497 0.95071 3.18354 0.510
H -4.27172 2.26584 2.54424 -0.195
H -3.63506 0.58584 2.69403 -0.068
H -4.92520 -0.28270 0.99307 -0.092
H -6.61346 0.86672 -0.16855 0.491
H -5.93057 2.47010 0.26293 0.522
H -8.78997 0.41097 2.35688 0.283
H -7.21181 -0.26072 2.82326 0.222
H -7.76198 -0.38548 1.16161 0.281
H -4.02610 2.09771 -0.31571 0.047
H -4.04932 0.59238 -0.78224 0.284
C 2.52673 2.47723 -3.63565 0.010
C 3.85314 2.20539 -4.29755 0.113
C 4.60521 1.07658 -3.62838 0.232
O 5.91312 0.88158 -4.08859 -0.530
C 6.59851 0.01947 -3.21745 -0.395
N 3.62195 1.93573 -5.73751 -0.588
H 2.66989 2.80927 -2.60656 -0.958
H 1.80699 1.67282 -3.79276 0.189
H 2.07718 3.32560 -4.16028 0.604
H 4.44381 3.11098 -4.12076 0.389
H 4.05242 0.12614 -3.70385 0.192
H 4.56239 1.34010 -2.56190 -0.189
H 6.86016 0.43438 -2.23954 -0.047
H 7.58611 -0.25757 -3.59594 0.379
H 6.14560 -0.96142 -3.03881 0.304
H 3.06219 2.75239 -5.97370 0.313
H 2.96504 1.16230 -5.76707 0.028
C 4.64918 -1.14148 3.04779 -1.392
C 4.19266 -2.48814 2.49934 0.651
C 2.86445 -2.92657 3.18182 -0.242
O 2.28374 -4.13392 2.67489 -0.057
C 2.96236 -5.27216 3.16561 -0.895
N 4.02602 -2.25032 1.04626 -0.475
H 4.69273 -1.24539 4.13825 0.436
H 4.04450 -0.28781 2.73830 0.040
H 5.66970 -0.85153 2.79013 0.308
H 4.97293 -3.25277 2.54594 0.419
H 2.14447 -2.18741 2.81857 -0.345
H 2.85134 -2.94396 4.27408 0.517
H 2.82808 -5.44456 4.23844 0.340
H 4.04641 -5.26399 3.01740 0.305
H 2.61127 -6.16073 2.64102 0.258
H 3.58726 -1.33903 0.96649 -0.202
H 3.22378 -2.86952 0.89995 0.098
C 3.43637 4.78813 -0.96288 -1.682
C 2.95463 3.65849 -0.05293 3.313
C 4.11341 2.96607 0.67305 -0.735
O 5.10756 2.55518 -0.24569 -0.380
C 6.12854 1.80746 0.36651 -0.816
N 1.98938 4.22968 0.90577 -0.596
H 4.13921 4.38938 -1.70578 0.265
H 3.92671 5.63052 -0.48103 0.496
H 2.63021 5.02657 -1.66303 0.403
H 2.40794 2.90500 -0.62322 -2.146
H 3.72347 2.04265 1.11411 -0.103
H 4.59000 3.63163 1.40055 0.598
H 5.71873 0.94226 0.90204 0.173
H 6.64186 2.40806 1.12360 0.408
H 6.83977 1.37832 -0.33491 0.197
H 1.08612 4.36641 0.45498 0.089
H 2.26617 5.20373 1.00313 0.315
C -2.71730 4.09241 -0.97801 -1.794
C -1.44853 3.23475 -0.82500 2.626
C -0.43944 3.49066 -1.90664 -0.292
O -0.80779 3.09452 -3.23564 -0.477
C -1.18947 1.71032 -3.27216 -0.675
N -0.96230 3.64693 0.49438 -0.204
H -3.17033 4.20390 -1.96658 0.197
H -2.31040 5.08051 -0.75072 0.489
H -3.55734 3.78699 -0.35922 0.255
H -1.70378 2.17264 -0.75651 -0.836
H 0.48830 2.97356 -1.62531 -0.163
H -0.12115 4.53021 -2.01139 0.452
H -1.16837 1.50721 -4.34253 0.472
H -2.18197 1.50990 -2.86513 0.441
H -0.49789 1.01965 -2.77970 0.018
H -0.35198 2.98848 0.97062 -0.212
H -1.72735 3.73944 1.15336 -0.032
C -1.42306 -1.27034 1.28535 0.011
C -0.22824 -0.33031 1.62878 0.579
C 0.58414 0.12462 0.41189 1.459
O 1.63035 -0.76150 0.08888 1.104
C 2.37239 -0.47302 -1.08788 -1.845
N -0.79138 0.83311 2.31740 1.632
H -2.01538 -0.75704 0.52341 -0.956
H -2.00020 -1.57630 2.15749 0.371
H -1.16576 -2.21172 0.78931 -0.288
H 0.40186 -0.76967 2.40785 0.088
H 1.05394 1.10665 0.54272 -0.994
H -0.18235 0.22326 -0.37231 -0.319
H 2.91173 -1.40536 -1.24840 0.692
H 3.12362 0.31578 -0.94278 0.334
H 1.77082 -0.07548 -1.91134 0.258
H -1.51587 1.21972 1.71192 -0.960
H -1.28740 0.46877 3.13087 -0.526
C 0.86157 -5.06135 -3.01781 -1.628
C 1.22934 -3.67413 -2.42986 1.046
C -0.07312 -3.10760 -1.82906 2.017
O -0.86077 -2.64515 -2.94289 -0.539
C -2.06970 -1.99598 -2.56922 -0.621
N 2.16707 -3.99678 -1.37829 -0.353
H 1.73717 -5.37781 -3.59099 0.514
H 0.02555 -5.09674 -3.72067 0.315
H 0.63408 -5.72148 -2.18325 0.377
H 1.61286 -3.05737 -3.24192 -1.005
H 0.11312 -2.19561 -1.25671 -0.560
H -0.65198 -3.86125 -1.28971 -0.554
H -2.86702 -2.68447 -2.87121 0.491
H -2.09491 -1.12265 -3.22017 0.326
H -2.21446 -1.90790 -1.49128 -0.084
H 2.73288 -4.77928 -1.68942 0.342
H 1.61924 -4.41085 -0.62813 0.096
C 2.20263 2.06642 4.34935 0.332
O 3.16447 2.70061 4.79012 -0.776
N 1.36030 1.38308 5.15331 -0.189
N 1.81948 2.10687 3.03765 0.849
H 0.61811 0.89895 4.67663 0.120
H 1.62452 1.24208 6.10975 0.205
H 0.94956 1.64569 2.76821 -0.765
H 2.01195 2.94766 2.50306 0.127
C -2.28879 0.02618 5.64776 0.555
O -1.36900 -0.04472 4.83782 -0.685
N -2.19976 -0.65408 6.82582 -0.488
N -3.35549 0.83676 5.53029 -0.221
H -1.46850 -1.32042 6.98781 0.286
H -3.03894 -0.63293 7.38045 0.163
H -3.44341 1.35672 4.67340 -0.064
H -3.93998 1.12942 6.29090 0.190
C -3.74030 -4.09409 4.30726 0.522
O -3.11604 -3.86309 3.26793 -0.401
N -3.48251 -3.51284 5.49832 -0.345
N -4.91493 -4.77663 4.29150 -0.397
H -2.83579 -2.77459 5.70335 0.160
H -4.05892 -3.83204 6.25657 0.129
H -5.42244 -5.11878 5.08305 0.167
H -5.19852 -5.01469 3.35561 0.205
```

## Properties
- LUMO energy (Ha) = -0.0104
- energy (Eh) = -3565.58430
- HOMO energy (eV) = -7.90
- gap between HOMO and LUMO (Ha) = 0.27984
- largest force on an atom (eV/Å) = 2.9
- relative energy (zero: lowest compared OMol25 entry of this formula, charge and spin) (kcal per mole) = 40.28
- net charge = 0